# 1
An isolated molecule of C4H5NO at a distorted geometry, computed with ωB97M-V/def2-TZVPD.

XYZ file:
```
11
Properties=species:S:1:pos:R:3:forces:R:3:mulliken_charge:R:1
O -0.078 0.764 1.055 0.249 -0.301 0.028 -0.17
N -0.926 -1.356 1.134 -0.119 0.054 -0.068 -0.47
C 0.133 -0.337 -0.893 -0.335 -0.036 -0.082 -0.76
C 0.605 0.976 -1.040 -0.446 -0.188 -0.531 0.04
C 0.535 1.700 0.161 0.492 -0.489 -0.527 -0.67
C -0.321 -0.371 0.410 0.014 0.005 -0.064 0.54
H 1.056 1.453 -1.903 0.064 -0.331 -0.021 0.45
H 0.190 -1.151 -1.597 -0.238 0.025 0.023 0.36
H -1.431 -1.032 1.947 0.135 -0.077 -0.029 0.26
H -1.397 -2.075 0.609 0.021 0.099 0.029 0.24
H 1.660 1.418 0.025 0.163 1.239 1.243 0.18
```
Positions in Å, forces in eV/Å.

Results
HOMO-LUMO gap, eV: 9.00
Energy, eV: -7763.700
Relative energy (zero: lowest compared OMol25 entry of this formula, charge and spin), kJ/mol: 272.8
E_HOMO, eV: -8.179
Lowest unoccupied orbital energy, eV: 0.82
SMILES: Nc1ccco1

# 2
A cluster of 2 separate species, C5H6F5NP2 in total at a distorted geometry, computed with ωB97M-V/def2-TZVPD.

XYZ file:
```
19
Properties=species:S:1:pos:R:3:forces:R:3:mulliken_charge:R:1
P 3.429 -0.023 -0.345 -0.986 0.607 0.743 -0.18
P 0.352 2.423 -1.278 -0.976 -0.505 0.209 -0.31
F 3.216 -2.351 0.940 -0.809 0.341 -0.931 -0.24
F 2.579 -2.353 -1.157 0.161 -1.126 -0.939 -0.23
F 1.444 0.612 1.529 0.486 -0.019 -1.039 -0.17
F 2.943 2.050 1.169 -0.172 0.638 -0.650 -0.17
F 1.233 -1.588 0.318 0.482 -0.270 0.010 -0.20
N -1.516 0.489 -0.268 -0.726 0.427 0.088 0.09
C -2.491 0.861 0.751 -0.912 2.810 -1.954 -1.01
C 2.452 0.919 0.718 0.836 -1.049 1.382 0.46
C -0.737 1.412 -0.751 1.684 0.840 -0.472 0.23
C 2.533 -1.658 -0.050 0.022 0.810 1.451 0.65
C -1.699 -0.785 -1.019 -0.155 1.372 1.369 -0.90
H -2.069 -1.513 -0.262 1.485 -0.220 -0.560 0.31
H -0.736 -0.771 -1.564 -0.726 -1.522 0.234 0.29
H -2.642 1.991 0.936 1.008 -1.656 -0.533 0.32
H -2.569 -0.736 -1.655 -0.113 0.466 -0.821 0.33
H -3.445 0.605 0.340 -0.906 -0.654 0.188 0.37
H -2.275 0.415 1.648 0.317 -1.289 2.222 0.34
```
Positions in Å, forces in eV/Å.

Results
HOMO-LUMO gap (alpha / beta), eV: 7.60 / 7.60
Energy, eV: -38933.420
Relative energy (zero: lowest compared OMol25 entry of this formula, charge and spin), kJ/mol: 172.0
E_HOMO (alpha / beta), eV: -7.792 / -7.792
Lowest unoccupied orbital energy (alpha / beta), eV: -0.19 / -0.19
SMILES: FC(F)=PC(F)(F)F.CN(C)C#P

# 3
An isolated molecule of C23H17N3O2S at a distorted geometry, computed with ωB97M-V/def2-TZVPD.

XYZ file:
```
46
Properties=species:S:1:pos:R:3:forces:R:3:mulliken_charge:R:1
S 0.679 0.236 -0.212 0.136 -0.029 0.570 -0.10
O 0.507 -0.803 3.528 -0.210 -0.525 -1.691 -0.58
O 6.188 -0.823 0.097 0.190 1.039 -0.443 -0.47
N -2.227 -0.794 2.086 0.507 0.154 0.434 -1.45
N -0.919 -0.581 1.725 -0.488 0.281 -1.916 0.78
N -2.112 0.049 -0.051 0.977 -0.042 0.925 -0.53
C -7.220 0.544 -1.221 -0.051 -0.628 -0.048 -0.46
C -0.904 -0.073 0.451 -0.860 -0.295 -0.531 0.56
C -8.773 -0.077 1.006 0.294 0.063 0.456 -0.56
C 7.306 0.384 -1.665 -0.621 0.115 0.523 -0.46
C 5.172 2.202 -1.841 0.759 -1.481 0.407 -0.92
C -4.322 -0.380 1.006 -2.438 0.538 -2.022 -0.64
C 6.281 2.333 -2.640 -0.016 0.564 -1.098 -0.44
C -7.401 -0.172 1.099 0.882 0.443 -1.313 -0.35
C 3.961 0.878 -0.093 -0.642 -0.709 0.789 -0.19
C 5.001 -1.227 0.783 -1.095 -0.272 -0.945 0.10
C -6.584 0.099 -0.052 -0.658 0.114 0.757 0.96
C 1.373 -0.217 1.376 2.764 -0.616 -0.380 0.31
C -2.885 -0.385 1.024 0.313 -0.045 -0.437 0.29
C 3.870 -0.198 0.740 0.028 1.354 -0.426 0.34
C 2.736 -0.354 1.673 -2.242 -0.359 -1.490 -0.81
C 5.112 1.116 -0.946 -0.280 -0.188 0.458 1.00
C 6.170 0.214 -0.808 1.393 0.150 -1.113 -0.29
C -8.604 0.623 -1.305 -0.084 -0.293 0.595 -0.53
C 0.323 -0.653 2.326 0.501 1.071 3.449 0.26
C 4.571 -2.574 0.166 -0.435 -0.337 1.424 -1.30
C -5.121 0.016 -0.064 1.195 -0.990 3.322 -0.26
C -9.373 0.302 -0.182 -0.436 0.639 -0.581 -0.37
C 7.335 1.435 -2.586 0.038 -0.785 0.509 -0.52
H 8.165 1.508 -3.298 -0.316 0.040 0.450 0.35
H -9.324 -0.250 1.928 -0.245 0.033 -0.371 0.34
H -4.645 0.316 -0.949 0.641 0.408 -1.126 0.49
H 5.388 -3.277 0.343 -0.060 -0.056 -0.194 0.39
H -4.807 -0.729 1.905 0.102 0.005 0.182 0.37
H 4.330 2.838 -1.950 -0.577 0.537 0.030 0.44
H -6.976 -0.359 2.073 0.262 -0.245 -0.062 0.26
H 2.976 -0.790 2.628 -0.183 -0.028 0.399 0.45
H 5.287 -1.418 1.808 0.143 0.081 0.374 0.40
H 6.297 3.080 -3.431 -0.018 0.093 0.304 0.35
H 8.167 -0.276 -1.620 -0.313 -0.141 0.197 0.42
H 3.672 -2.982 0.693 0.618 0.383 -0.325 0.38
H 3.151 1.613 -0.089 0.278 -0.143 -0.015 0.64
H -6.641 0.756 -2.118 0.093 0.022 0.262 0.31
H -10.448 0.477 -0.214 0.152 -0.310 -0.048 0.34
H -9.072 0.905 -2.244 0.000 0.081 0.218 0.37
H 4.343 -2.534 -0.884 0.004 0.310 -0.458 0.32
```
Positions in Å, forces in eV/Å.

Results
HOMO-LUMO gap, eV: 7.10
Energy, eV: -43525.852
E_HOMO, eV: -8.206
Lowest unoccupied orbital energy, eV: -1.10
SMILES: C[C@H]1Oc2ccccc2C=C1/C=c1\sc2nc(/C=C/c3ccccc3)nn2c1=O

# 4
A structure of composition C18H19N3O6SeTi at a distorted geometry, computed with ωB97M-V/def2-TZVPD.

XYZ file:
```
48
Properties=species:S:1:pos:R:3:forces:R:3:mulliken_charge:R:1
Se -0.814 2.342 4.612 -0.028 -0.106 -0.099 -0.15
Ti -0.842 0.678 0.703 -0.230 0.526 0.346 0.54
O -0.788 -0.599 -0.436 -0.087 -0.977 -0.219 -0.09
O 2.603 2.807 0.750 0.080 0.020 0.074 -0.62
O -4.213 2.585 -0.420 -0.087 -0.004 0.048 -0.59
O 0.988 1.237 0.944 0.465 0.323 -0.349 -0.46
O -0.991 6.750 0.172 -0.018 -0.074 -0.005 -0.51
O -2.675 1.174 0.451 -0.391 0.300 -0.326 -0.60
N -1.077 0.251 2.581 -0.051 -0.185 0.347 -0.49
N -0.800 2.700 0.130 -0.057 0.169 0.215 0.18
N 2.200 -0.539 -1.445 -0.027 -0.116 0.055 -0.25
C 1.458 2.456 0.717 -0.225 -0.239 -0.042 0.18
C 2.313 -1.852 0.601 0.002 -0.079 0.075 -0.27
C -2.060 4.687 -0.047 0.018 0.041 -0.103 -0.70
C -1.969 3.321 -0.037 0.101 -0.033 0.014 0.40
C 2.564 -1.697 -0.765 0.032 -0.006 -0.073 0.28
C -0.979 1.089 3.420 0.025 0.072 0.181 0.55
C 2.634 -3.042 1.236 -0.022 -0.015 0.018 -0.63
C -0.772 -2.475 -1.930 0.118 0.056 -0.080 -1.43
C 0.330 4.754 0.394 -0.036 0.059 -0.109 -0.55
C -1.273 -2.776 0.510 0.111 -0.023 0.038 -1.38
C -0.882 5.414 0.164 -0.025 0.120 -0.006 1.12
C -1.447 -1.885 -0.708 -0.054 0.118 -0.051 1.67
C -3.108 2.324 -0.042 0.175 -0.167 0.142 0.39
C 3.442 -3.951 -0.819 0.003 0.005 -0.005 -0.50
C 3.136 -2.763 -1.463 -0.003 -0.038 -0.011 -0.41
C 0.313 3.383 0.370 -0.001 -0.033 0.024 0.03
C -2.920 -1.612 -0.970 -0.011 0.106 -0.069 -1.84
C 3.195 -4.104 0.539 -0.013 0.031 -0.017 -0.57
H 0.270 -2.716 -1.723 -0.013 0.004 0.022 0.20
H 1.868 -1.049 1.177 0.085 0.048 -0.115 0.46
H -1.839 -3.697 0.361 0.023 -0.014 0.001 0.45
H -0.224 -3.030 0.659 0.003 0.007 -0.006 0.18
H -1.648 -2.288 1.411 -0.052 0.007 -0.011 0.34
H -0.804 -1.772 -2.763 -0.047 -0.015 0.007 0.36
H 2.652 -0.397 -2.332 0.083 0.063 0.038 0.21
H -3.010 5.185 -0.179 0.002 -0.006 0.016 0.56
H -1.297 -3.387 -2.218 0.031 -0.016 -0.012 0.43
H 2.435 -3.140 2.296 0.006 0.006 -0.009 0.40
H -3.438 -1.285 -0.070 0.020 0.002 0.018 0.39
H 2.130 0.289 -0.879 0.056 0.052 0.038 0.06
H -3.388 -2.529 -1.331 -0.024 0.005 0.018 0.47
H 3.340 -2.653 -2.523 -0.012 -0.008 0.005 0.31
H 1.251 5.281 0.612 -0.006 -0.004 -0.006 0.45
H 3.883 -4.762 -1.385 0.001 0.007 0.000 0.38
H -0.140 7.160 0.361 0.064 0.043 0.008 0.31
H -3.045 -0.838 -1.728 0.018 -0.034 -0.027 0.36
H 3.439 -5.029 1.043 -0.001 0.003 0.000 0.39
```
Positions in Å, forces in eV/Å.

Results
HOMO-LUMO gap, eV: 6.99
Energy, eV: -124196.518
E_HOMO, eV: -7.960
Lowest unoccupied orbital energy, eV: -0.97

# 5
A cluster of 10 separate species, C40H70N10 in total at a distorted geometry, computed with ωB97M-V/def2-TZVPD.

XYZ file:
```
120
Properties=species:S:1:pos:R:3:forces:R:3:mulliken_charge:R:1
N 13.217 17.906 21.337 0.563 -0.499 0.306 -0.51
N 16.227 20.740 15.864 -0.491 0.579 0.880 -0.44
N 9.307 16.521 18.066 0.356 0.476 0.875 -0.47
N 11.660 17.985 14.909 0.382 -0.052 -0.187 0.06
N 12.264 21.950 16.301 -1.572 0.305 -1.963 -0.53
N 13.692 14.322 18.526 -0.140 -0.242 0.530 -0.79
N 15.780 21.086 11.687 0.811 0.152 -0.550 -0.64
N 10.455 15.747 10.153 -0.078 0.143 -0.169 -0.60
N 13.281 10.088 15.288 0.066 0.472 0.346 -0.58
N 12.591 14.204 14.595 1.442 1.434 -0.709 -0.14
C 14.965 21.126 12.485 0.107 -0.535 -0.158 0.13
C 15.152 17.345 17.017 -0.513 -1.108 -0.309 -0.96
C 9.499 12.976 14.967 -1.552 -0.363 0.126 -0.78
C 11.232 16.195 10.870 -0.375 -0.346 -0.259 -0.13
C 10.060 17.015 20.508 0.008 0.366 0.559 0.45
C 10.687 18.583 15.002 0.197 -0.242 0.183 -0.12
C 11.991 21.164 19.855 -0.724 -0.187 -1.173 -0.84
C 13.312 21.909 19.636 -0.963 0.356 -0.100 -0.72
C 13.062 21.887 17.099 1.626 -0.920 2.920 0.34
C 13.240 15.243 18.010 0.694 -0.764 0.218 -0.22
C 16.376 11.616 14.578 -2.471 -0.263 -0.253 -1.22
C 8.306 18.455 14.426 -0.145 1.393 -1.485 -0.47
C 14.830 14.806 22.070 -0.979 -1.104 1.268 0.05
C 16.053 14.712 21.210 0.555 0.406 0.087 -1.24
C 14.689 16.157 22.750 -0.652 2.019 -0.386 -0.48
C 13.854 21.056 13.392 -0.071 -0.034 0.143 0.99
C 15.509 12.622 15.347 0.674 2.133 -0.275 0.37
C 13.843 10.939 15.827 -0.576 -1.845 -0.632 0.16
C 16.952 20.223 15.151 -0.029 -0.807 -1.246 0.34
C 13.889 17.163 21.913 0.403 -0.569 0.329 0.18
C 10.433 14.637 20.818 -0.611 -0.354 -0.980 -0.71
C 13.621 16.364 11.422 1.578 0.218 -1.717 -0.90
C 17.751 19.498 14.161 -0.538 -0.729 -0.955 -0.48
C 12.203 16.615 11.855 0.108 -1.532 0.823 2.11
C 18.450 17.578 15.688 0.359 -0.963 1.228 -1.25
C 12.873 16.369 17.224 -2.051 -0.261 -0.686 2.18
C 10.832 12.398 15.185 2.620 -2.011 -0.502 -0.35
C 9.418 19.261 15.110 -0.786 -0.370 0.371 -0.37
C 13.954 21.702 18.285 0.264 -0.018 -1.464 0.01
C 14.610 11.995 16.390 -0.876 1.935 1.221 0.53
C 11.854 13.350 14.710 -1.241 -1.510 0.758 -0.05
C 12.638 21.657 12.742 -2.167 0.496 -0.473 -0.60
C 14.615 16.562 12.596 0.650 -0.692 -2.134 0.13
C 8.535 18.290 12.891 0.075 0.715 2.230 -0.78
C 9.668 16.787 19.134 -0.498 -0.275 -1.399 0.23
C 13.664 17.571 17.421 3.074 2.173 1.300 0.44
C 12.061 20.912 11.457 1.333 0.390 1.788 -0.90
C 17.791 17.966 14.416 -2.079 2.002 1.145 0.32
C 9.686 15.808 21.381 -0.031 0.518 -0.133 -0.67
C 9.339 14.300 15.625 0.541 2.624 -0.149 -0.31
H 12.858 16.066 16.190 0.273 -0.235 -0.544 -0.65
H 18.353 18.387 16.436 0.323 -0.408 -0.242 0.32
H 13.985 21.504 20.352 0.842 -0.020 0.722 0.35
H 11.023 11.351 14.690 -0.438 1.988 0.995 0.36
H 19.491 17.293 15.510 0.041 0.424 0.296 0.39
H 8.610 15.665 21.435 -0.158 -0.052 -0.136 0.34
H 9.306 13.076 13.905 -0.231 -0.226 -0.257 0.38
H 12.154 20.071 19.760 -0.050 0.508 0.249 0.05
H 10.313 13.689 21.368 0.254 0.476 -0.325 0.40
H 9.115 19.296 16.172 0.545 0.509 -0.326 0.22
H 16.072 15.609 20.575 0.383 -0.332 -0.019 0.21
H 13.227 18.366 16.805 0.084 -0.016 0.427 0.03
H 11.260 21.510 11.059 -0.152 0.185 -0.444 0.40
H 14.448 15.788 13.322 0.081 -0.310 0.456 -0.13
H 13.688 15.352 11.010 0.027 -0.067 0.262 0.40
H 9.491 17.846 12.732 0.853 -0.375 -0.153 -0.08
H 12.046 17.642 12.105 -0.181 0.582 0.560 -0.69
H 16.975 14.597 21.787 -0.061 0.702 0.282 0.37
H 13.666 20.020 13.638 0.023 -0.479 0.092 -0.34
H 14.426 20.728 18.266 -0.331 -0.577 -0.443 -0.08
H 16.383 11.911 13.528 0.535 -0.133 0.095 0.34
H 11.147 17.162 20.580 -0.267 0.071 -0.223 -0.49
H 11.802 21.570 13.462 0.531 0.381 -0.008 0.19
H 13.906 14.621 21.526 0.087 -0.002 -0.449 -0.02
H 15.235 16.808 16.037 -0.068 0.791 0.517 -0.16
H 11.542 21.383 20.839 0.282 -0.102 -0.454 0.36
H 8.301 14.662 15.650 0.241 -0.379 0.197 0.45
H 9.594 17.943 20.843 -0.034 0.007 0.054 0.44
H 15.821 18.188 17.096 -0.215 0.625 -0.414 0.46
H 13.731 17.855 18.534 -0.617 -0.087 -1.543 -0.16
H 15.581 16.652 17.728 0.082 -0.515 0.341 0.17
H 11.843 16.648 17.381 -0.616 -0.280 0.352 -0.39
H 16.074 13.463 15.866 -0.308 -1.144 -0.577 0.30
H 14.888 13.190 14.614 0.227 -0.627 0.557 -0.35
H 16.730 17.710 14.450 -0.013 -0.254 0.002 -0.49
H 14.151 21.536 14.315 -0.239 0.261 0.245 -0.03
H 8.543 19.271 12.440 -0.383 0.089 -0.584 0.33
H 10.086 14.551 19.766 0.093 -0.662 0.579 0.17
H 9.881 15.127 15.047 -0.463 -1.093 0.733 -0.11
H 8.213 17.488 14.836 0.039 -1.100 0.832 0.16
H 11.645 19.954 11.777 0.029 -0.026 -0.042 -0.04
H 14.364 17.496 13.004 -0.022 1.414 0.973 -0.32
H 15.696 16.579 12.251 -1.320 -0.119 0.395 0.31
H 15.676 16.652 22.941 -0.855 -0.543 0.154 0.31
H 18.697 19.984 14.174 1.131 0.109 -0.169 0.37
H 15.150 11.728 17.310 -0.202 -0.299 -0.365 0.41
H 12.800 22.753 12.567 -0.149 -0.975 -0.071 0.39
H 11.247 21.422 19.045 0.626 -0.097 0.897 0.34
H 17.338 19.591 13.123 0.080 0.565 1.033 0.16
H 16.116 13.837 20.607 -0.606 -0.616 -0.799 0.37
H 11.099 12.328 16.266 -0.444 -0.310 -0.575 0.25
H 12.867 20.723 10.756 -0.132 0.090 -0.424 0.38
H 13.202 22.976 19.810 -0.133 0.102 0.201 0.32
H 14.071 16.098 23.665 0.645 -0.033 -0.184 0.34
H 12.067 15.907 12.718 -0.275 1.095 -0.292 -0.62
H 9.535 20.243 14.645 -0.204 0.082 0.360 0.32
H 15.788 10.673 14.630 0.645 0.283 -0.386 0.29
H 11.449 14.979 20.692 0.707 -0.535 0.330 0.02
H 13.828 12.744 16.722 1.047 -0.549 -0.191 -0.68
H 17.323 11.414 14.984 1.364 -0.002 0.430 0.36
H 10.026 16.043 22.369 0.153 0.110 0.750 0.39
H 17.987 16.675 16.141 0.151 0.511 -0.288 0.16
H 14.810 22.327 18.049 0.122 0.492 0.522 0.49
H 9.768 14.330 16.644 -0.386 -0.072 -0.365 -0.07
H 18.162 17.509 13.567 1.046 -1.004 -1.685 0.67
H 8.784 12.285 15.420 -0.153 -0.086 -0.338 0.32
H 7.366 18.998 14.649 0.361 -0.337 -0.330 0.39
H 7.815 17.589 12.562 -0.884 -0.258 -0.966 0.43
H 13.880 16.997 10.513 -0.188 -0.371 1.210 0.37
H 14.762 14.033 22.883 0.547 0.543 -0.675 0.31
```
Positions in Å, forces in eV/Å.

Results
HOMO-LUMO gap, eV: 11.36
Energy, eV: -57513.405
Relative energy (zero: lowest compared OMol25 entry of this formula, charge and spin), kJ/mol: 215.6
E_HOMO, eV: -10.953
Lowest unoccupied orbital energy, eV: 0.41
SMILES: CCCC#N.CCCC#N.CCCC#N.CCCC#N.CCCC#N.CCCC#N.CCCC#N.CCCC#N.CCCC#N.CCCC#N

Question: Look up the energy of the third one.
Answer: -43525.852 eV

Question: energy of number 1 (C4H5NO)?
Answer: -7763.700 eV